{"formula": "C43H115N11O13", "method": "wB97M-V/def2-TZVPD", "symbols": ["C", "O", "C", "C", "C", "N", "H", "H", "H", "H", "H", "H", "H", "H", "H", "H", "H", "C", "O", "C", "C", "C", "N", "H", "H", "H", "H", "H", "H", "H", "H", "H", "H", "H", "C", "O", "C", "C", "C", "N", "H", "H", "H", "H", "H", "H", "H", "H", "H", "H", "H", "C", "O", "C", "C", "C", "N", "H", "H", "H", "H", "H", "H", "H", "H", "H", "H", "H", "C", "O", "C", "C", "C", "N", "H", "H", "H", "H", "H", "H", "H", "H", "H", "H", "H", "C", "O", "C", "C", "C", "N", "H", "H", "H", "H", "H", "H", "H", "H", "H", "H", "H", "C", "O", "C", "C", "N", "C", "C", "O", "C", "H", "H", "H", "H", "H", "H", "H", "H", "H", "H", "H", "H", "H", "H", "H", "C", "O", "C", "C", "N", "C", "C", "O", "C", "H", "H", "H", "H", "H", "H", "H", "H", "H", "H", "H", "H", "H", "H", "H", "C", "O", "C", "C", "N", "C", "C", "O", "C", "H", "H", "H", "H", "H", "H", "H", "H", "H", "H", "H", "H", "H", "H", "H", "N", "C", "N", "O", "H", "H", "H", "H"], "positions_angstrom": [[4.901, -4.676, 0.478], [4.253, -3.456, 0.878], [4.932, -2.736, 1.870], [4.252, -1.390, 2.067], [4.259, -0.562, 0.795], [5.037, -0.664, 3.097], [4.216, -5.523, 0.544], [5.794, -4.837, 1.079], [5.156, -4.568, -0.577], [4.980, -3.335, 2.791], [5.978, -2.510, 1.612], [3.258, -1.563, 2.493], [3.879, 0.450, 0.938], [3.606, -1.017, 0.048], [5.276, -0.484, 0.412], [4.979, -1.176, 3.971], [4.612, 0.244, 3.240], [-5.521, -3.471, -3.924], [-6.653, -3.521, -3.072], [-6.421, -2.869, -1.847], [-7.435, -3.434, -0.850], [-8.761, -2.680, -0.928], [-6.968, -3.340, 0.562], [-4.555, -3.365, -3.423], [-5.573, -2.588, -4.572], [-5.475, -4.358, -4.553], [-5.462, -3.124, -1.381], [-6.569, -1.784, -1.907], [-7.647, -4.479, -1.078], [-8.667, -1.664, -0.535], [-9.555, -3.182, -0.369], [-9.166, -2.575, -1.940], [-7.817, -3.577, 1.068], [-6.817, -2.360, 0.789], [1.465, -4.781, 2.583], [0.903, -6.029, 2.940], [1.700, -6.786, 3.824], [2.830, -7.517, 3.092], [2.404, -8.220, 1.820], [3.457, -8.483, 4.028], [2.510, -4.841, 2.275], [1.483, -4.085, 3.435], [0.774, -4.305, 1.893], [2.164, -6.158, 4.596], [1.011, -7.482, 4.302], [3.633, -6.853, 2.743], [1.977, -7.489, 1.132], [1.774, -9.088, 2.022], [3.292, -8.635, 1.335], [4.454, -8.572, 3.850], [3.482, -8.007, 4.933], [-3.508, -4.460, 2.056], [-3.338, -4.492, 3.441], [-2.242, -3.791, 3.979], [-2.090, -4.049, 5.488], [-0.924, -3.195, 6.026], [-1.623, -5.438, 5.692], [-4.252, -5.211, 1.805], [-2.654, -4.620, 1.379], [-3.826, -3.481, 1.675], [-1.356, -4.076, 3.399], [-2.404, -2.705, 3.898], [-3.055, -3.802, 5.929], [-1.184, -2.157, 5.785], [-0.027, -3.433, 5.455], [-0.798, -3.295, 7.098], [-2.265, -6.136, 5.337], [-0.769, -5.471, 5.145], [-3.417, -1.012, -0.206], [-2.355, -1.061, 0.739], [-1.867, 0.233, 1.087], [-0.357, 0.124, 1.247], [0.168, -0.740, 2.397], [0.173, 1.483, 1.349], [-4.327, -0.553, 0.197], [-3.652, -2.075, -0.282], [-3.108, -0.545, -1.142], [-1.957, 0.909, 0.235], [-2.389, 0.558, 1.990], [0.066, -0.268, 0.320], [1.255, -0.828, 2.401], [-0.328, -1.713, 2.323], [-0.081, -0.293, 3.364], [1.188, 1.530, 1.416], [-0.063, 1.925, 2.246], [2.974, 2.773, -0.712], [3.729, 3.918, -0.364], [4.838, 4.098, -1.232], [5.372, 5.522, -1.074], [4.383, 6.562, -1.659], [6.687, 5.726, -1.686], [2.522, 2.882, -1.708], [2.119, 2.661, -0.051], [3.678, 1.938, -0.774], [5.620, 3.434, -0.848], [4.568, 3.964, -2.283], [5.448, 5.770, -0.015], [3.875, 6.242, -2.575], [4.901, 7.464, -1.985], [3.620, 6.771, -0.912], [6.592, 5.468, -2.676], [7.338, 4.967, -1.465], [-2.188, 3.780, -1.214], [-2.918, 3.942, -2.419], [-2.166, 4.283, -3.557], [-3.131, 4.663, -4.654], [-3.944, 5.880, -4.496], [-3.086, 7.030, -4.206], [-3.811, 8.352, -4.287], [-4.642, 8.409, -3.111], [-4.081, 9.039, -1.973], [-2.379, 4.612, -0.534], [-1.122, 3.683, -1.426], [-2.551, 2.889, -0.702], [-1.453, 3.492, -3.825], [-1.479, 5.120, -3.348], [-3.843, 3.833, -4.709], [-2.638, 4.710, -5.628], [-4.522, 5.672, -3.687], [-2.274, 7.044, -4.942], [-2.687, 6.973, -3.191], [-4.423, 8.567, -5.163], [-3.101, 9.190, -4.281], [-4.880, 9.292, -1.281], [-3.686, 10.017, -2.279], [-3.263, 8.438, -1.574], [1.788, 3.633, -4.073], [1.328, 4.449, -3.031], [1.866, 5.773, -3.094], [1.864, 6.469, -1.743], [0.543, 7.008, -1.468], [0.456, 7.531, -0.108], [0.498, 6.508, 1.026], [-0.801, 5.916, 1.025], [-0.980, 4.865, 1.974], [1.635, 4.107, -5.051], [1.159, 2.741, -4.019], [2.837, 3.319, -4.020], [1.250, 6.327, -3.808], [2.884, 5.804, -3.496], [2.557, 7.311, -1.847], [2.247, 5.802, -0.962], [-0.174, 6.324, -1.677], [-0.499, 8.035, 0.035], [1.293, 8.221, 0.021], [0.598, 7.052, 1.975], [1.277, 5.741, 1.030], [-1.163, 3.952, 1.413], [-1.826, 5.063, 2.636], [-0.154, 4.736, 2.676], [0.572, -0.701, -2.505], [0.148, -1.965, -2.074], [1.006, -2.621, -1.174], [0.857, -4.135, -1.134], [2.062, -4.907, -1.386], [2.425, -5.043, -2.799], [3.522, -6.122, -2.910], [3.827, -6.509, -4.274], [2.719, -7.124, -4.903], [0.464, 0.058, -1.722], [0.013, -0.429, -3.398], [1.632, -0.683, -2.794], [0.897, -2.241, -0.150], [2.068, -2.431, -1.390], [0.083, -4.383, -1.866], [0.566, -4.501, -0.150], [2.802, -4.539, -0.806], [2.809, -4.066, -3.105], [1.562, -5.463, -3.303], [3.258, -7.072, -2.435], [4.505, -5.836, -2.532], [2.405, -8.025, -4.371], [3.019, -7.290, -5.938], [1.853, -6.469, -5.047], [-0.381, 1.747, 5.739], [-1.383, 2.144, 4.905], [-2.606, 2.265, 5.488], [-1.232, 2.337, 3.696], [0.591, 1.621, 5.549], [-0.673, 1.609, 6.691], [-2.803, 1.973, 6.425], [-3.316, 2.691, 4.923]], "forces_ev_per_angstrom": [[-0.21, 0.79, -0.12], [-0.12, -0.65, -0.39], [0.38, 0.22, 0.10], [0.40, 0.28, 1.03], [-0.53, -0.24, -0.13], [0.01, -0.30, -0.31], [-0.06, 0.00, 0.32], [0.05, -0.20, -0.06], [0.32, -0.07, 0.00], [-0.19, 0.20, 0.17], [-0.03, -0.17, -0.28], [-0.28, -0.06, -0.63], [0.03, 0.00, 0.30], [0.18, -0.08, -0.09], [0.00, -0.06, -0.04], [0.04, 0.16, 0.08], [0.06, 0.02, 0.11], [0.06, 0.62, -0.63], [0.99, -0.07, -0.06], [-0.71, -0.85, 1.28], [-0.93, 0.99, 0.53], [-0.74, 0.12, -0.67], [-0.08, -0.33, -0.65], [-0.18, -0.27, 0.49], [-0.15, -0.04, -0.13], [-0.23, -0.08, 0.06], [0.32, 0.19, -0.58], [0.31, 0.04, -0.18], [0.43, -0.06, -0.04], [0.14, -0.03, 0.07], [0.15, -0.02, 0.18], [0.26, -0.12, -0.08], [0.31, -0.10, 0.48], [0.08, 0.00, -0.08], [-0.22, 0.36, 0.96], [0.01, 0.39, 0.08], [0.35, 0.03, -0.52], [0.90, -0.75, -0.30], [0.30, -0.27, -0.04], [-0.10, 0.65, 0.73], [-0.15, -0.11, -0.65], [-0.05, -0.17, 0.31], [0.35, -0.16, -0.49], [-0.20, 0.14, 0.12], [0.20, -0.25, 0.02], [-0.39, 0.68, 0.32], [-0.33, -0.26, -0.03], [-0.39, 0.29, -0.04], [0.06, 0.09, 0.02], [-0.13, -0.18, -0.48], [-0.22, -0.33, 0.10], [-0.25, 0.62, -1.15], [0.16, -0.46, 0.63], [-0.39, 0.94, -0.07], [1.39, -1.10, -1.14], [-1.42, 0.82, -0.78], [-0.50, 0.29, 0.65], [-0.14, 0.11, 0.03], [0.64, -0.54, 0.83], [-0.50, 0.09, 0.46], [0.33, 0.11, 0.28], [0.03, 0.05, -0.50], [0.11, -0.34, 0.43], [0.32, 0.11, 0.24], [0.18, -0.11, 0.25], [0.16, -0.20, 0.00], [-0.03, 0.16, -0.21], [-0.01, -0.52, -0.04], [0.16, -1.09, 1.05], [-0.17, 0.61, -0.23], [0.72, -1.05, -0.34], [1.37, 0.65, 0.84], [-0.97, -0.20, 0.04], [0.42, 1.28, 0.49], [0.14, 0.40, 0.01], [-0.16, 0.10, -0.78], [-0.06, -0.09, -0.10], [-0.53, 0.27, 0.18], [0.15, 0.46, -0.07], [-0.38, -0.21, -0.08], [-0.03, -0.16, -0.39], [0.35, -0.18, 0.25], [-0.27, 0.02, -0.04], [-0.02, -0.64, -0.50], [-0.59, -0.39, -0.46], [0.20, 0.19, -0.91], [-0.46, 0.47, -0.28], [0.20, 0.76, 1.31], [-0.43, 0.86, -0.41], [1.80, -0.44, 0.42], [0.39, -1.19, -1.05], [0.18, 0.11, 0.10], [0.36, -0.16, 0.36], [-0.42, -0.44, 0.36], [0.14, -0.42, -0.68], [0.06, -0.47, -0.08], [0.18, -0.27, 0.13], [1.09, -0.21, 0.91], [0.24, 0.20, 0.52], [1.63, 0.08, -0.01], [-0.26, 0.74, -0.08], [-0.10, 0.25, 0.87], [-0.15, 0.02, -0.13], [-0.38, -0.08, 0.02], [0.86, 0.82, 0.42], [-0.67, -0.61, -0.66], [0.71, -0.47, 0.45], [-0.29, 0.12, -0.77], [-0.03, 0.47, 1.34], [-0.72, 0.32, -0.39], [0.26, 0.62, -1.24], [0.24, 0.23, -0.14], [0.08, 0.00, 0.22], [0.08, -0.19, -0.12], [-0.41, -0.35, -0.29], [-0.19, 0.12, 0.18], [0.00, 0.01, -0.19], [0.25, 0.01, 0.10], [-0.18, 0.49, -0.02], [0.10, -0.18, 0.17], [0.42, 0.08, -0.05], [-0.26, -0.71, -0.01], [0.20, -0.12, 0.27], [0.00, -0.61, 0.26], [0.28, -0.03, 0.07], [-0.12, 0.04, 0.49], [-0.72, -0.39, -0.49], [0.77, 0.51, 0.46], [-0.57, -0.09, -0.34], [-2.05, 0.38, -1.06], [-0.05, -0.05, 0.19], [0.31, -0.73, -0.07], [-1.05, 0.25, 0.55], [0.27, -0.30, 0.38], [-0.19, 0.15, -0.10], [-0.03, -0.01, 0.03], [0.18, -0.07, -0.20], [0.06, 0.25, 0.33], [-0.09, 0.29, 0.06], [-0.56, -0.70, -0.35], [-1.29, 0.06, -0.08], [-0.30, -0.11, -0.20], [-0.12, -0.03, 0.34], [0.11, 0.30, -0.12], [-0.13, 0.24, 0.00], [0.22, 0.12, 0.02], [0.11, 0.01, -0.49], [0.11, -0.26, 0.26], [-0.26, 0.17, -0.30], [0.37, -0.01, -0.37], [0.55, 0.26, 0.07], [-0.15, -0.61, -0.31], [1.05, 0.34, 0.90], [-0.32, -0.43, -0.06], [-0.45, -0.55, -0.28], [1.28, -0.51, 1.71], [0.53, -0.64, -1.28], [-0.70, 0.65, 0.35], [0.25, 0.55, -0.71], [-0.22, 0.09, -0.05], [-0.27, 0.02, 0.17], [0.05, -0.26, 0.04], [-0.32, 0.24, -0.01], [-0.05, 0.24, -0.43], [0.02, -0.30, 0.13], [-0.60, 0.43, -0.04], [0.20, 0.05, -0.20], [-0.27, -0.20, -1.11], [-0.20, 0.69, -0.31], [-0.45, 0.34, 0.56], [-0.20, 0.35, 0.26], [0.03, -0.18, -0.15], [0.19, -0.63, 0.18], [-0.03, 0.13, 0.49], [-0.91, -0.07, 1.15], [0.63, -0.29, -1.40], [0.02, 0.14, -0.03], [-0.08, 0.27, 1.00], [-0.02, 0.10, -0.68], [0.43, -0.04, 0.13], [-0.08, 0.11, 0.07], [-0.14, -0.15, 0.05]], "mulliken_charge": [-1.00, -0.06, -1.32, 1.60, -1.09, -0.84, 0.25, 0.55, 0.17, 0.42, 0.37, -0.45, 0.37, 0.13, 0.36, 0.30, 0.27, -0.63, -0.37, -0.21, 0.14, -1.46, -0.57, 0.24, 0.27, 0.27, 0.16, 0.25, 0.27, 0.38, 0.42, 0.34, 0.28, 0.23, 0.23, -0.36, -1.01, 1.01, -1.49, -0.81, 0.19, 0.12, -0.39, 0.46, 0.45, 0.02, 0.23, 0.36, 0.38, 0.29, 0.27, -0.42, -0.43, 0.65, -0.17, -0.76, -0.75, 0.34, 0.17, 0.12, -0.42, 0.16, 0.40, 0.21, 0.07, 0.33, 0.33, 0.22, -0.68, 0.10, -0.54, 2.55, -0.67, 0.14, 0.31, -0.01, 0.38, -0.10, 0.20, -1.91, -0.33, 0.28, 0.12, 0.34, 0.05, 0.35, -0.42, -0.48, 0.10, -0.84, -0.78, -0.21, -0.47, 0.48, 0.43, 0.15, 0.35, -0.21, 0.44, 0.43, 0.27, 0.30, -0.52, -0.49, 0.80, -1.29, -0.40, 0.09, -0.73, -0.37, -0.52, 0.30, 0.26, 0.19, 0.20, -0.25, 0.39, 0.38, 0.34, 0.30, -0.06, 0.36, 0.38, 0.27, 0.30, 0.11, -1.00, 0.27, -1.18, -1.24, -0.22, -1.13, -0.33, -0.31, -0.58, 0.29, 0.21, 0.31, 0.41, 0.80, 0.82, 0.33, 0.21, 0.36, 0.50, 0.44, 0.31, -0.03, 0.24, 0.46, -0.78, -0.50, 1.31, -1.58, 0.10, -0.25, -0.30, -0.43, -0.71, 0.18, 0.31, 0.41, -0.34, 0.26, 0.60, -0.07, -0.16, 0.16, 0.39, 0.38, 0.09, 0.30, 0.30, 0.29, -0.37, 0.58, -0.44, -0.58, 0.20, 0.14, 0.14, 0.23], "smiles": "COC[C@H](C)N.COC[C@H](C)N.COC[C@H](C)N.COC[C@H](C)N.COC[C@H](C)N.COC[C@H](C)N.COCCNCCOC.COCCNCCOC.COCCNCCOC.NC(N)=O", "gap_ev": 8.7, "energy_ha": -3287.40765, "de_lowest_kcal_mol": 0.0, "homo_ha": -0.3172}